Record 1
This record from the Open Molecules 2025 dataset describes CH4N4 as an isolated structure at a distorted geometry. The level of theory is the ωB97M-V functional and the def2-TZVPD basis.

```
9
CH4N4, DFT the ωB97M-V functional and the def2-TZVPD basis
C 1.04108 0.70329 -1.33885
N 0.03364 1.25038 -1.92926
N -0.77115 0.99083 -0.85605
N 0.39302 0.62351 -0.14142
N 0.11228 -0.98868 1.05745
H 1.97271 0.90873 -1.65838
H -1.49392 1.62031 -0.54523
H -0.41650 -0.31809 1.69774
H 1.11630 -0.96097 1.41019
```

Results
Orbital gap (spin up / spin down): 8.7 / 8.6 eV
HOMO (spin up / spin down): -9.335 / -9.322 eV
LUMO level (spin up / spin down): -0.65 / -0.71 eV

=====

Record 2
This record from the Open Molecules 2025 dataset describes CH4N4 as an isolated structure at a distorted geometry. The level of theory is the ωB97M-V functional and the def2-TZVPD basis.

```
9
CH4N4, DFT the ωB97M-V functional and the def2-TZVPD basis
C -0.91064 -0.97471 -0.09832
N -1.77841 -0.01921 0.05228
N -0.73146 0.92440 0.05214
N 0.13705 -0.06442 -0.27655
N 1.47777 -0.23433 0.11440
H -1.11750 -2.08891 -0.07130
H -0.64222 2.07908 -0.61819
H 1.63413 -0.25832 1.13149
H 1.93127 0.63642 -0.28595
```

Results
Orbital gap: 9.7 eV
HOMO: -9.032 eV
LUMO level: 0.70 eV

=====

Record 3
This record from the Open Molecules 2025 dataset describes one molecule with the formula CH4N4O at a distorted geometry. The level of theory is the ωB97M-V functional and the def2-TZVPD basis.

```
10
CH4N4O, DFT the ωB97M-V functional and the def2-TZVPD basis
H 1.92496 -1.40303 -0.22518
N 1.18381 -0.80295 0.11936
C 0.99107 0.24857 -0.54182
N 0.00885 1.15205 -0.21913
N -1.02513 1.04393 0.64211
N -1.63839 0.05088 0.93323
O -1.31893 -1.18285 0.36227
H 1.58268 0.60359 -1.40232
H 0.16440 2.11272 -0.49319
H -1.87331 -1.82291 0.82468
```

Results
SMILES string: [H]/N=C/N/N=N\O
Orbital gap: 10.2 eV
HOMO: -9.340 eV
LUMO level: 0.88 eV

=====

Record 4
This record from the Open Molecules 2025 dataset describes one molecule with the formula CH4N4O at a distorted geometry. The level of theory is the ωB97M-V functional and the def2-TZVPD basis.

```
10
CH4N4O, DFT the ωB97M-V functional and the def2-TZVPD basis
O -1.03429 1.25494 -0.07325
C -0.43336 0.10949 -0.39400
N 0.96439 -0.03668 0.24043
N 1.80201 1.04802 0.07669
N 2.81904 0.27782 -0.15463
N 2.04016 -0.85169 -0.10860
H -0.58538 1.99447 -0.48202
H -0.37773 0.03647 -1.40898
H -1.02684 -0.62880 0.05132
H 2.26331 -1.81373 0.14374
```

Results
SMILES string: OCn1nn[nH]1
Orbital gap: 10.8 eV
HOMO: -9.919 eV
LUMO level: 0.90 eV

=====

Record 5
This record from the Open Molecules 2025 dataset describes one molecule with the formula CH4N4S at a distorted geometry. The level of theory is the ωB97M-V functional and the def2-TZVPD basis.

```
10
CH4N4S, DFT the ωB97M-V functional and the def2-TZVPD basis
C -1.55017 0.52443 0.20307
N 1.61212 -0.50466 0.78661
N 1.02147 0.56284 1.07175
N 0.87508 0.01337 -1.26997
N 1.48815 -0.88989 -0.45312
S 0.18108 1.13144 -0.32221
H -2.21006 0.56280 -0.69325
H -2.01804 0.96563 1.03255
H -1.16342 -0.59476 0.35037
H 1.76379 -1.77121 -0.70579
```

Results
Orbital gap: 8.9 eV
HOMO: -7.961 eV
LUMO level: 0.91 eV

=====

Record 6
This record from the Open Molecules 2025 dataset describes one molecule with the formula CH4N4S at a distorted geometry. The level of theory is the ωB97M-V functional and the def2-TZVPD basis.

```
10
CH4N4S, DFT the ωB97M-V functional and the def2-TZVPD basis
C -0.00876 -1.34272 -1.19312
N 0.53023 0.76851 -0.51171
N 0.52397 1.89197 0.08914
N -0.16989 1.06552 2.35035
N -0.35317 -0.03325 -0.70395
S 0.16413 2.30389 1.58518
H -0.17646 -2.00184 -0.31075
H -0.77220 -1.56357 -2.07542
H 1.01994 -1.33158 -1.28824
H -0.75779 0.24307 2.05852
```

Results
Orbital gap (spin up / spin down): 7.7 / 7.7 eV
HOMO (spin up / spin down): -8.397 / -8.401 eV
LUMO level (spin up / spin down): -0.72 / -0.72 eV

=====

Record 7
This record from the Open Molecules 2025 dataset describes a 2-piece molecular cluster, CH4NO overall at a distorted geometry. The level of theory is the ωB97M-V functional and the def2-TZVPD basis.

```
7
CH4NO, DFT the ωB97M-V functional and the def2-TZVPD basis
C 0.06469 -0.76363 0.93985
N -0.26851 0.68192 -0.80041
O -0.64927 -0.44064 -0.06276
H -0.44414 -1.50416 1.46621
H 0.96539 -0.24738 1.09907
H 1.12523 1.40568 -0.98017
H -0.79338 0.86820 -1.66178
```

Results
Charge: +1
Orbital gap (spin up / spin down): 9.1 / 9.1 eV
HOMO (spin up / spin down): -15.906 / -15.906 eV
LUMO level (spin up / spin down): -6.79 / -6.79 eV

=====

Record 8
This record from the Open Molecules 2025 dataset describes one molecule with the formula CH4NO2PS at a distorted geometry. The level of theory is the ωB97M-V functional and the def2-TZVPD basis.

```
10
CH4NO2PS, DFT the ωB97M-V functional and the def2-TZVPD basis
N 0.65341 -0.74929 -0.78399
P -0.03781 1.02503 -0.02360
O 1.19885 1.53963 0.74775
S -0.77051 2.54750 -1.01223
C -1.33916 0.58866 1.25828
O -1.20385 0.16939 2.37442
H 0.73014 -0.76591 -1.77028
H 0.04286 -1.51002 -0.34839
H 1.84010 0.81873 0.85119
H -2.21758 1.28159 0.87484
```

Results
SMILES string: N[P@@](O)(=S)C=O
Orbital gap: 8.8 eV
HOMO: -9.448 eV
LUMO level: -0.60 eV

=====

Record 9
This record from the Open Molecules 2025 dataset describes one molecule with the formula CH4NO2PS at a distorted geometry. The level of theory is the ωB97M-V functional and the def2-TZVPD basis.

```
10
CH4NO2PS, DFT the ωB97M-V functional and the def2-TZVPD basis
O -0.65189 2.02983 -0.04210
P -0.57497 0.53962 -0.72084
O 0.81937 0.55259 -1.59240
N 0.36130 -0.48664 0.37783
C -0.20416 -1.44397 1.20631
S 0.79657 -2.57638 1.97448
H -1.45547 2.56288 0.03391
H 0.83823 0.99706 -2.46818
H 1.30956 -0.62608 -0.01688
H -1.23855 -1.54892 1.24788
```

Results
SMILES string: OP(O)NC=S
Orbital gap: 8.7 eV
HOMO: -8.380 eV
LUMO level: 0.35 eV

=====

Record 10
This record from the Open Molecules 2025 dataset describes CH4NO2S as an isolated structure at a distorted geometry. The level of theory is the ωB97M-V functional and the def2-TZVPD basis.

```
9
CH4NO2S, DFT the ωB97M-V functional and the def2-TZVPD basis
C 0.38101 0.36062 0.04637
N 1.79320 -0.34080 -0.03686
O -2.26513 -1.29384 -0.41438
O -2.25188 1.16503 -0.26831
S -1.91918 -0.10172 0.48066
H 0.31091 1.30493 0.51502
H 0.01295 0.51898 -0.93731
H 1.57940 -1.41922 -0.14727
H 2.35873 -0.19396 0.76208
```

Results
Charge: -1
Orbital gap: 6.7 eV
HOMO: -2.592 eV
LUMO level: 4.07 eV

=====

Record 11
This record from the Open Molecules 2025 dataset describes a 2-piece molecular cluster, CH4NO2Si overall at a distorted geometry. The level of theory is the ωB97M-V functional and the def2-TZVPD basis.

```
9
CH4NO2Si, DFT the ωB97M-V functional and the def2-TZVPD basis
C -3.85053 0.42353 -0.28431
N 0.87886 -0.25686 0.35920
O -1.81452 -0.04199 0.83645
O -4.62157 -0.43319 -0.15908
Si -0.69034 0.42296 -0.13215
H 1.62695 0.30343 -0.07727
H 1.05581 0.10842 1.33022
H -1.05673 0.29880 -1.61015
H -0.43066 2.05224 -0.03618
```

Results
Charge: -1
Orbital gap: 8.5 eV
HOMO: -4.102 eV
LUMO level: 4.35 eV

=====

Record 12
This record from the Open Molecules 2025 dataset describes a 2-piece molecular cluster, CH4NO3 overall at a distorted geometry. The level of theory is the ωB97M-V functional and the def2-TZVPD basis.

```
9
CH4NO3, DFT the ωB97M-V functional and the def2-TZVPD basis
N 1.04869 -1.04947 -1.31995
C -0.19169 -0.71279 -0.53040
O -1.08893 -1.53963 -0.51614
O -0.12140 0.44396 -0.00918
H 1.11642 -2.05269 -1.46113
H 1.85085 -0.70549 -0.79969
H -0.09733 1.62138 1.32807
H -0.25905 3.12419 1.61701
O 0.14560 2.32648 1.97398
```

Results
Charge: -1
Orbital gap: 8.8 eV
HOMO: -4.486 eV
LUMO level: 4.31 eV

=====

Record 13
This record from the Open Molecules 2025 dataset describes CH4NO4P as an isolated structure at a distorted geometry. The level of theory is the ωB97M-V functional and the def2-TZVPD basis.

```
11
CH4NO4P, DFT the ωB97M-V functional and the def2-TZVPD basis
C -0.36217 0.43435 0.64711
N -0.81304 -0.74395 -0.86332
O 1.34455 -0.61683 -2.42052
O -0.88038 -0.60613 -3.62919
O -0.30092 1.48358 -2.37548
O -0.10193 -1.88767 -0.78976
P -0.10487 0.01722 -2.47981
H -0.68847 1.32903 0.27110
H -0.89184 0.11608 1.42746
H 0.76330 0.48765 0.77397
H 0.64133 -1.88334 -1.51873
```

Results
Charge: -2
Orbital gap (spin up / spin down): 6.6 / 6.6 eV
HOMO (spin up / spin down): 0.647 / 0.647 eV
LUMO level (spin up / spin down): 7.27 / 7.27 eV

=====

Record 14
This record from the Open Molecules 2025 dataset describes a 2-piece molecular cluster, CH4NO4Si overall at a distorted geometry. The level of theory is the ωB97M-V functional and the def2-TZVPD basis.

```
11
CH4NO4Si, DFT the ωB97M-V functional and the def2-TZVPD basis
C -2.10775 0.02559 -0.07305
N 0.35173 -1.23961 -0.09688
O -2.18467 -0.70300 -1.04716
O -2.97537 0.53520 0.64854
O 1.88987 1.15547 -0.95414
O 0.44321 0.80038 1.74665
Si -0.26213 0.26088 0.36851
H 1.31810 -1.12185 0.01347
H 0.05999 -1.49614 -1.04217
H 2.41174 0.32352 -0.99633
H 1.05527 1.45957 1.43256
```

Results
Charge: -1
Orbital gap (spin up / spin down): 8.3 / 8.3 eV
HOMO (spin up / spin down): -4.793 / -4.793 eV
LUMO level (spin up / spin down): 3.46 / 3.46 eV

=====

Record 15
This record from the Open Molecules 2025 dataset describes an isolated ion of composition CH4NO4Si and charge -1 at a distorted geometry. The level of theory is the ωB97M-V functional and the def2-TZVPD basis.

```
11
CH4NO4Si, DFT the ωB97M-V functional and the def2-TZVPD basis
N 1.36469 -0.79832 -0.80163
Si 0.19885 0.11676 0.08527
O 0.68545 1.70997 -0.31720
O 0.42773 -0.12793 1.71546
C -1.80600 -0.22795 -0.40461
O -2.26202 -1.20560 0.17967
O -2.33957 0.52643 -1.16658
H 2.28669 -0.46177 -1.05800
H 1.54847 -1.61946 -0.23888
H 0.03408 2.42822 -0.43220
H -0.13838 -0.34034 2.43870
```

Results
SMILES string: N[Si](O)(O)C(=O)[O-]
Charge: -1
Orbital gap: 6.9 eV
HOMO: -3.230 eV
LUMO level: 3.65 eV

=====

Record 16
This record from the Open Molecules 2025 dataset describes one molecule with the formula CH4NOP at a distorted geometry. The level of theory is the ωB97M-V functional and the def2-TZVPD basis.

```
8
CH4NOP, DFT the ωB97M-V functional and the def2-TZVPD basis
H -2.11183 1.29632 0.88822
N -1.13781 1.26042 0.93497
C -0.58659 0.23912 0.44680
P 1.24708 0.08996 0.16659
O 1.07683 -0.82552 -1.18908
H -1.13212 -0.62693 -0.13354
H 1.44537 -1.15480 0.77397
H 1.19907 -0.27857 -1.88793
```

Results
SMILES string: [H]/N=C/PO
Orbital gap: 9.8 eV
HOMO: -9.293 eV
LUMO level: 0.55 eV

=====

Record 17
This record from the Open Molecules 2025 dataset describes one molecule with the formula CH4NOP at a distorted geometry. The level of theory is the ωB97M-V functional and the def2-TZVPD basis.

```
8
CH4NOP, DFT the ωB97M-V functional and the def2-TZVPD basis
C 0.33054 -0.39591 0.73074
N -0.32327 -0.15200 -0.49883
O 0.03168 1.39689 -0.73050
P -1.17144 -1.15149 -1.32405
H 0.97667 -1.31671 0.68587
H 0.91923 0.47967 1.01425
H -0.32100 -0.74257 1.63131
H -0.44240 1.88213 -1.50878
```

Results
Multiplicity: 3
Expectation value of S²: 2.008
Orbital gap (spin up / spin down): 7.3 / 8.6 eV
HOMO (spin up / spin down): -6.737 / -9.999 eV
LUMO level (spin up / spin down): 0.53 / -1.41 eV

=====

Record 18
This record from the Open Molecules 2025 dataset describes one molecule with the formula CH4NOPS at a distorted geometry. The level of theory is the ωB97M-V functional and the def2-TZVPD basis.

```
9
CH4NOPS, DFT the ωB97M-V functional and the def2-TZVPD basis
C -0.38948 0.57630 -0.67230
N 1.08792 -1.01942 0.09420
O 0.90358 0.27676 -0.27749
P -1.60702 0.87697 0.77520
S 1.30035 -1.41325 1.66618
H -0.48900 1.48642 -1.28374
H -0.73362 -0.30442 -1.41602
H 0.57600 -1.63734 -0.53413
H -0.64874 1.15797 1.64811
```

Results
Orbital gap (spin up / spin down): 7.3 / 7.8 eV
HOMO (spin up / spin down): -8.505 / -8.749 eV
LUMO level (spin up / spin down): -1.23 / -1.00 eV

=====

Record 19
This record from the Open Molecules 2025 dataset describes a 2-piece molecular cluster, CH4NOS overall at a distorted geometry. The level of theory is the ωB97M-V functional and the def2-TZVPD basis.

```
8
CH4NOS, DFT the ωB97M-V functional and the def2-TZVPD basis
C -0.65805 0.02737 -0.29592
N -0.06583 -0.17748 2.20436
O -1.19131 -0.20481 2.71697
S 0.94393 1.39089 2.17372
H -1.55685 0.24939 0.23863
H -0.32114 0.76286 -0.94985
H -0.45952 -1.09458 -0.58631
H 2.11813 0.71642 2.11416
```

Results
Charge: -1
Orbital gap (spin up / spin down): 5.6 / 6.7 eV
HOMO (spin up / spin down): -1.537 / -2.598 eV
LUMO level (spin up / spin down): 4.03 / 4.06 eV

=====

Record 20
This record from the Open Molecules 2025 dataset describes a 2-piece molecular cluster, CH4NS overall. The level of theory is the ωB97M-V functional and the def2-TZVPD basis.

```
7
CH4NS, DFT the ωB97M-V functional and the def2-TZVPD basis
S 1.98267 1.40192 -0.06197
H 2.09508 2.40657 0.82063
C -0.53213 -0.95119 -0.36103
N -1.74413 -0.72916 -0.05932
H -0.33433 -1.46237 -1.30539
H 0.30186 -0.47750 0.15964
H -1.76902 -0.18827 0.80745
```

Results
Charge: -1
Orbital gap: 7.4 eV
HOMO: -2.695 eV
LUMO level: 4.66 eV